#1
This record from the Open Molecules 2025 dataset describes the molecule C3H5N3S2. The level of theory is ωB97M-V/def2-TZVPD.

As for the HOMO energy (spin up / spin down): -8.59 / -8.12 eV.

Each line ends with the Mulliken charge.
Element x y z (Å)
C1 -2.0731 -0.3234 -0.7486  0.134
C2 -0.8826 -0.7955 0.1975  -0.661
C3 0.1396 0.3445 0.0632  -0.371
N1 -1.8428 0.1057 -1.9098  -0.427
N2 0.5609 0.4223 -1.2762  -0.231
N3 -0.4635 0.3488 -2.2413  0.313
S1 -0.3685 0.7451 -3.8154  -0.111
S2 -3.6876 -0.3939 -0.1609  -0.256
H1 -1.0974 -0.8579 1.2210  0.386
H2 -0.3124 -1.6657 -0.2299  0.308
H3 -0.2569 1.3868 0.4090  0.290
H4 0.9439 -0.0697 0.6566  0.324
H5 1.1942 1.1414 -1.6341  0.303

***

#2
This record from the Open Molecules 2025 dataset describes the molecule C3H5N3S2. The level of theory is ωB97M-V/def2-TZVPD.

As for the HOMO energy: -9.05 eV. As for the structure (SMILES): [H]/N=C(/N)C(=S)NC=S.

Each line ends with the Mulliken charge.
Element x y z (Å)
C1 -0.4832 0.9479 0.1335  0.385
C2 -0.7261 -0.5087 -0.0619  0.154
C3 1.6557 -1.2817 0.0348  -0.185
H1 -1.6327 1.3488 -1.4593  0.230
H2 -0.9426 2.7349 -0.6807  0.282
H3 0.2223 0.6481 1.8108  0.302
H4 -0.0229 -2.3355 0.3781  0.262
H5 2.1277 -2.1948 0.4390  0.318
N1 -0.8527 1.7551 -0.9383  -0.464
N2 0.0509 1.4248 1.1590  -0.606
N3 0.2899 -1.3791 0.2370  -0.183
S1 -2.2097 -1.0770 -0.4062  -0.283
S2 2.5235 -0.0828 -0.6458  -0.210

***

The structure with the most favorable energy is #2; the runner-up is 3.808 eV above it.

***

#1
This record from the Open Molecules 2025 dataset describes the ion C3H4NO3 with charge -1. The level of theory is ωB97M-V/def2-TZVPD.

As for the HOMO energy: -4.66 eV. The net charge is -1. As for the structure (SMILES): CC(=O)NC(=O)[O-].

Each line ends with the Mulliken charge.
Element x y z (Å)
O1 -0.4749 -2.3486 0.2496  -0.653
C1 0.0847 -1.2880 0.0825  0.517
N1 -0.7755 -0.0902 -0.1558  -0.244
C2 -0.2549 1.4457 0.0367  0.521
O2 0.9608 1.6442 0.1239  -0.671
O3 -1.2492 2.0792 0.0649  -0.641
C3 1.4707 -1.2418 -0.3122  -0.882
H1 -1.7211 -0.2789 0.0529  0.227
H2 2.0553 -0.5205 0.2843  0.270
H3 1.5792 -0.7984 -1.2921  0.238
H4 1.8190 -2.2639 -0.3032  0.319

***

#2
This record from the Open Molecules 2025 dataset describes a cluster of 2 separate species, C3H4NO3 in total. The level of theory is ωB97M-V/def2-TZVPD.

As for the HOMO energy: -1.92 eV. The net charge is -1.

Each line ends with the Mulliken charge.
Element x y z (Å)
C1 -2.5762 -0.3252 0.1811  0.518
C2 0.3042 0.1380 -0.1710  0.175
C3 1.5673 -0.7444 -0.0364  -1.161
N1 0.5900 1.4749 0.3306  -0.589
O1 -2.8849 0.3729 1.0831  -0.378
O2 -2.6199 -1.1131 -0.6796  -0.289
O3 0.4188 1.2438 -1.0903  -0.367
H1 1.2160 -1.7883 0.2133  0.208
H2 2.2202 -0.4043 0.7107  0.380
H3 2.1162 -0.8152 -1.0191  0.227
H4 -0.3518 1.9609 0.4776  0.278

***

#3
This record from the Open Molecules 2025 dataset describes the ion C3H4NO3 with charge -1. The level of theory is ωB97M-V/def2-TZVPD.

As for the HOMO energy: -4.09 eV. The net charge is -1. As for the structure (SMILES): C/[N+]([O-])=C/C(=O)[O-].

Each line ends with the Mulliken charge.
Element x y z (Å)
C1 0.3349 -0.0385 0.6508  -0.048
C2 0.8736 -0.8699 1.7565  0.367
C3 -0.5179 0.6471 -1.4302  -1.118
N1 -0.7223 0.0066 -0.1169  0.513
O1 0.0685 -1.7234 2.1335  -0.693
O2 -1.8887 -0.3049 0.1054  -0.689
O3 2.0201 -0.6705 2.0582  -0.692
H1 1.1506 0.5714 0.1685  0.217
H2 -1.3752 0.7411 -1.9169  0.406
H3 0.1232 0.0294 -2.0040  0.383
H4 -0.0668 1.6117 -1.4049  0.353

***

The structure with the most favorable energy is #1; the runner-up is 3.560 eV above it.

***

#1
This record from the Open Molecules 2025 dataset describes the molecule C7H14. The level of theory is ωB97M-V/def2-TZVPD.

As for the HOMO energy: -9.25 eV. As for the structure (SMILES): C[C@@H]1[C@H](C)C1(C)C.

Each line ends with the Mulliken charge.
Element x y z (Å)
C1 -1.6724 -1.1584 -0.3765  -1.529
C2 -0.5706 -0.2698 -0.8789  -0.146
C3 -0.2436 1.0799 -0.3083  -0.067
C4 -1.1118 1.6650 0.8286  -1.389
C5 0.7301 -0.0841 -0.1436  1.399
C6 0.9875 -0.6483 1.2297  -1.660
C7 1.9696 -0.1943 -1.0199  -1.522
H1 -1.4551 -2.1965 -0.6486  0.363
H2 -2.6293 -0.8863 -0.8265  0.371
H3 -1.7830 -1.1210 0.7067  0.303
H4 -0.4724 -0.2992 -1.9554  0.363
H5 0.2440 1.7366 -1.0453  0.388
H6 -2.0104 2.1519 0.4221  0.348
H7 -0.5551 2.4093 1.4048  0.357
H8 -1.4595 0.8964 1.5448  0.276
H9 1.8015 -0.1219 1.7451  0.402
H10 1.2709 -1.7022 1.1846  0.374
H11 0.1172 -0.5776 1.8703  0.289
H12 1.8035 0.2040 -2.0289  0.362
H13 2.8245 0.3159 -0.5626  0.373
H14 2.2527 -1.2546 -1.1271  0.346

***

#2
This record from the Open Molecules 2025 dataset describes a cluster of 2 separate species, C7H14 in total. The level of theory is ωB97M-V/def2-TZVPD.

As for the HOMO energy: -8.93 eV. As for the structure (SMILES): C1=CCCCCC1.[H][H].

Each line ends with the Mulliken charge.
Element x y z (Å)
C1 0.3551 1.6582 -0.0173  -0.680
C2 -1.1189 1.4767 -0.3958  -0.609
C3 -1.8200 0.2474 0.1830  -0.580
C4 -1.1728 -1.0708 -0.2229  -0.821
C5 0.2054 -1.3172 0.3229  -0.105
C6 1.3043 -0.6717 -0.0691  -0.140
C7 1.3210 0.6876 -0.7134  -0.734
H1 0.4739 1.5480 1.0693  0.341
H2 0.6526 2.6844 -0.2610  0.351
H3 -1.1862 1.4364 -1.4924  0.318
H4 -1.6769 2.3666 -0.0835  0.303
H5 -1.8471 0.3083 1.2786  0.324
H6 -2.8620 0.2415 -0.1610  0.317
H7 -1.8120 -1.9082 0.0767  0.355
H8 -1.1033 -1.1185 -1.3187  0.300
H9 0.2704 -2.0971 1.0734  0.149
H10 1.9205 -2.8349 1.3927  0.017
H11 2.3618 -2.2774 1.6028  -0.002
H12 2.2812 -1.0906 0.1437  0.238
H13 2.3416 1.0753 -0.6165  0.346
H14 1.1115 0.6563 -1.7915  0.312

***

#3
This record from the Open Molecules 2025 dataset describes a structure of composition C7H14. The level of theory is ωB97M-V/def2-TZVPD.

As for the HOMO energy: -7.75 eV.

Each line ends with the Mulliken charge.
Element x y z (Å)
C1 -0.7345 -0.2331 -1.7841  -1.584
C2 -0.5327 -0.7853 -0.3703  0.415
C3 0.7157 -1.4283 0.0874  -0.592
C4 1.9662 -0.9822 -0.6198  -0.988
C5 -0.2036 0.2302 0.7911  1.146
C6 0.0141 1.6652 0.3239  -1.483
C7 -1.1686 0.0879 1.9630  -1.632
H1 -1.7055 0.2674 -1.8787  0.387
H2 -0.7286 -1.0619 -2.5019  0.393
H3 0.0356 0.4752 -2.0993  0.330
H4 -1.4239 -1.3603 -0.0897  0.395
H5 0.7633 -0.1274 1.2339  0.026
H6 2.2238 -1.8451 -1.2508  0.384
H7 2.7986 -0.8795 0.0854  0.309
H8 1.9347 -0.0947 -1.2710  0.277
H9 0.3221 2.2883 1.1706  0.425
H10 -0.9065 2.0892 -0.0940  0.328
H11 0.7941 1.7382 -0.4406  0.290
H12 -1.2321 -0.9646 2.2575  0.418
H13 -0.8112 0.6603 2.8275  0.393
H14 -2.1725 0.4431 1.7041  0.365

***

#4
This record from the Open Molecules 2025 dataset describes a structure of composition C7H14. The level of theory is ωB97M-V/def2-TZVPD.

As for the HOMO energy: -7.46 eV.

Each line ends with the Mulliken charge.
Element x y z (Å)
C1 -1.3108 -1.0838 0.6122  -0.855
C2 -0.5452 1.9590 0.1938  -1.349
C3 1.4379 -1.6357 0.0438  -1.313
C4 2.2016 1.3492 -0.2922  -1.275
C5 -2.3389 -0.9269 -0.4778  -0.821
C6 0.3119 0.7677 0.1653  0.260
C7 0.5476 -0.4664 0.1334  0.677
H1 -1.0826 -2.1380 0.7785  0.407
H2 -1.6190 -0.6690 1.5721  0.373
H3 -0.2119 2.6748 0.9507  0.348
H4 -1.5897 1.7486 0.4275  0.337
H5 -0.4960 2.4683 -0.7708  0.304
H6 1.6917 -2.0065 1.0405  0.280
H7 2.3616 -1.4094 -0.4883  0.373
H8 0.9284 -2.4431 -0.4884  0.355
H9 2.9139 1.0807 0.4876  0.349
H10 2.1332 2.4361 -0.3171  0.401
H11 2.5240 0.9794 -1.2622  0.338
H12 -3.2128 -1.5734 -0.3111  0.326
H13 -1.9250 -1.2078 -1.4513  0.243
H14 -2.7199 0.0962 -0.5462  0.243

***

The structure with the most favorable energy is #1; the runner-up is 0.945 eV above it.